Density functional theory data (wB97M-V/def2-TZVPD) for C17H19NO3 in the gas phase.

As for the charge: 0. The value obtained for the max |F| is 0.6 eV/Å. The value obtained for the energy is -25570.7348 eV.

The geometry in XYZ format:
```
40
C17H19NO3 wB97M-V/def2-TZVPD
O 1.116 -0.868 -4.783
C 1.264 -1.111 -3.615
O 1.920 -2.206 -3.198
H 2.244 -2.707 -3.964
C 0.787 -0.244 -2.484
H 1.585 0.482 -2.278
C 0.458 -0.977 -1.171
C 1.353 -0.512 -0.031
O 2.055 0.476 -0.091
N 1.295 -1.308 1.060
H 0.644 -2.077 1.073
C 1.933 -0.954 2.306
H 2.529 -1.799 2.666
H 2.599 -0.120 2.075
C 0.908 -0.540 3.372
C -0.010 0.528 2.842
C -1.354 0.262 2.618
C -2.189 1.231 2.087
C -1.684 2.478 1.767
C -0.345 2.754 1.990
C 0.484 1.787 2.527
H 1.527 2.010 2.696
H 0.054 3.726 1.743
H -2.331 3.233 1.345
H -3.232 1.008 1.919
H -1.755 -0.712 2.866
H 0.323 -1.413 3.673
H 1.449 -0.175 4.247
H 0.536 -2.061 -1.272
C -1.015 -0.539 -0.911
C -1.823 -1.187 -2.005
C -1.536 -0.561 -3.139
H -1.878 -0.783 -4.132
C -0.526 0.512 -2.818
H -0.406 1.295 -3.559
C -0.971 0.909 -1.407
H -0.248 1.524 -0.876
H -1.949 1.387 -1.390
H -2.456 -2.044 -1.857
H -1.355 -0.703 0.109
```